Here is a structure of composition C23H22CaCl4F2N4O3S at a distorted geometry from OMol25. Energies are from ωB97M-V/def2-TZVPD.

Cartesian coordinates (Å):
Ca 0.451 0.895 -0.453
F 2.148 1.106 6.204
C 1.190 1.012 5.278
C 1.416 1.484 4.007
C 0.365 1.353 3.108
C -0.887 0.797 3.379
C -1.014 0.319 4.690
F -2.145 -0.287 5.073
C -0.013 0.418 5.631
C -2.013 0.686 2.400
C -3.288 1.008 2.841
C -4.350 0.911 1.951
C -4.098 0.475 0.667
C -2.791 0.174 0.307
N -1.761 0.292 1.142
H 2.354 1.931 3.717
H -0.167 0.026 6.627
H -3.448 1.335 3.858
H -5.351 1.169 2.268
H -4.885 0.371 -0.066
H -2.542 -0.184 -0.685
N 1.308 -1.179 0.968
C 2.675 -1.376 1.467
C 3.599 -1.869 0.355
C 3.467 -1.121 -0.971
C 3.767 0.373 -0.863
N 2.694 1.179 -1.470
H 0.655 -1.184 1.748
H 1.019 -1.958 0.374
H 2.712 -2.103 2.287
H 3.034 -0.430 1.886
H 3.387 -2.927 0.175
H 4.630 -1.823 0.720
H 2.455 -1.263 -1.365
H 4.126 -1.588 -1.704
H 4.745 0.610 -1.294
H 3.827 0.672 0.187
H 2.701 1.080 -2.481
H 2.852 2.167 -1.289
Cl 0.772 -0.183 -4.020
C -0.350 -1.516 -4.254
C -0.643 -1.801 -5.573
C -1.515 -2.837 -5.873
C -2.071 -3.562 -4.835
C -1.757 -3.245 -3.526
Cl -2.520 -4.215 -2.291
C -0.884 -2.208 -3.152
S -0.533 -1.866 -1.490
H -0.185 -1.209 -6.353
H -1.755 -3.073 -6.901
H -2.755 -4.376 -5.029
Cl -3.239 3.539 -2.664
C -1.921 3.868 -1.550
Cl -2.504 3.931 0.139
C -0.815 2.810 -1.585
O 0.331 3.181 -1.243
O -1.128 1.624 -1.831
H -1.509 4.846 -1.773
O 1.638 2.005 1.381
N 0.515 1.736 1.748

The gap between HOMO and LUMO comes out at 4.168 eV. For the largest force on an atom, the calculation gives 2.0 eV/Å. The calculation puts the energy above the lowest of the compared OMol25 structures with the same formula, charge and spin at 0.929 eV. The calculation puts the electronic energy at -121112.399 eV. As for the total charge: 0.

Löwdin population analysis, charges in e, atoms 1 to 8: number 1, Ca, carries 1.250; number 2, F, carries 0.095; number 3, C, carries -0.250; number 4, C, carries 0.081; number 5, C, carries -0.182; number 6, C, carries -0.014; number 7, C, carries -0.199; number 8, F, carries 0.097

Here is an isolated molecule of C23H22Cl2N2O at a distorted geometry from OMol25. Energies are from ωB97M-V/def2-TZVPD.

Cartesian coordinates (Å):
Cl -5.713 -2.958 2.710
C -4.237 -2.216 2.341
C -3.132 -3.045 2.011
C -1.936 -2.386 1.786
C -1.689 -1.083 2.005
C -0.340 -0.484 1.976
C -0.059 0.701 2.612
C 1.257 1.394 2.265
C 2.347 0.917 3.182
C 2.897 -0.333 2.512
C 2.215 -0.376 1.160
C 0.806 -1.045 1.052
N 1.770 1.062 1.009
C 2.423 2.106 0.147
C 2.428 1.705 -1.274
O 1.063 1.617 -1.710
C 0.806 0.789 -2.698
C 1.700 0.625 -3.784
C 1.248 -0.254 -4.789
C -0.053 -0.612 -4.931
C -0.934 -0.193 -3.953
N -2.299 -0.318 -3.861
C -2.720 0.480 -2.800
C -1.666 0.778 -2.084
C -0.547 0.558 -2.853
C -2.817 -0.331 2.307
C -4.132 -0.773 2.464
Cl -5.465 0.268 2.707
H -2.964 -4.169 1.868
H -1.051 -3.016 1.688
H -0.753 1.227 3.258
H 1.134 2.485 2.254
H 3.008 1.645 3.466
H 1.931 0.664 4.164
H 4.013 -0.257 2.459
H 2.708 -1.206 3.162
H 2.846 -0.689 0.399
H 0.968 -2.130 1.208
H 0.419 -1.009 -0.029
H 3.425 2.230 0.574
H 1.988 3.173 0.079
H 3.007 2.515 -1.846
H 2.963 0.774 -1.560
H 2.687 1.075 -3.787
H 2.005 -0.599 -5.548
H -0.375 -1.402 -5.720
H -2.997 -0.694 -4.550
H -3.714 0.767 -2.478
H -1.731 1.274 -1.100
H -2.738 0.746 2.528

The gap between HOMO and LUMO comes out at 8.151 eV. The SMILES is Clc1ccc(C2=C[C@H]3CC[C@@H](C2)N3CCOc2cccc3[nH]ccc23)cc1Cl. For the largest force on an atom, the calculation gives 4.8 eV/Å. The calculation puts the energy above the lowest of the compared OMol25 structures with the same formula, charge and spin at 3.038 eV. The calculation puts the electronic energy at -54276.964 eV. As for the total charge: 0.

Löwdin population analysis, charges in e, atoms 1 to 8: number 1, Cl, carries 0.685; number 2, C, carries -0.697; number 3, C, carries -0.085; number 4, C, carries -0.078; number 5, C, carries -0.207; number 6, C, carries -0.118; number 7, C, carries 0.046; number 8, C, carries -0.337

Here is a structure of composition C23H22Cl2N6O3V at a distorted geometry from OMol25. Energies are from ωB97M-V/def2-TZVPD.

Cartesian coordinates (Å):
V -0.704 -0.759 0.155
Cl 4.197 1.287 4.383
C 2.779 1.280 3.401
C 2.332 0.061 2.897
C 1.213 0.040 2.084
N 0.628 -1.093 1.468
C 0.987 -2.381 1.755
O 1.844 -2.760 2.522
C 0.183 -3.387 0.954
C 0.326 -4.738 1.202
C -0.414 -5.635 0.448
C -1.255 -5.147 -0.540
C -1.335 -3.779 -0.730
N -0.644 -2.906 0.007
C 0.513 1.231 1.805
C 0.956 2.437 2.317
C 2.101 2.457 3.109
Cl 2.651 3.975 3.716
N -0.619 1.017 1.004
C -1.690 1.836 0.997
O -1.818 2.956 1.457
C -2.860 1.155 0.311
C -4.083 1.783 0.187
C -5.119 1.105 -0.435
C -4.896 -0.178 -0.917
C -3.647 -0.743 -0.748
N -2.641 -0.095 -0.148
H 2.865 -0.845 3.138
H 1.015 -5.048 1.976
H -0.329 -6.699 0.622
H -1.837 -5.809 -1.163
H -1.955 -3.370 -1.517
H 0.418 3.351 2.120
H -4.188 2.781 0.587
H -6.091 1.567 -0.542
H -5.675 -0.738 -1.413
H -3.439 -1.744 -1.103
C -0.869 2.038 -2.566
N 0.563 1.844 -2.345
C 1.472 2.751 -3.035
C 0.975 0.780 -1.652
O 0.149 -0.197 -1.489
N 2.246 0.676 -1.226
C 2.994 1.779 -0.622
C 2.811 -0.635 -0.920
H -0.994 2.796 -3.334
H -1.356 2.392 -1.659
H -1.336 1.114 -2.900
H 1.048 2.973 -4.013
H 2.435 2.269 -3.181
H 1.605 3.690 -2.497
H 2.607 2.748 -0.914
H 4.035 1.708 -0.933
H 2.942 1.699 0.465
H 2.205 -1.421 -1.363
H 2.883 -0.787 0.159
H 3.815 -0.679 -1.343

The gap between HOMO and LUMO (spin up / spin down) comes out at 6.759 / 7.040 eV. For the largest force on an atom, the calculation gives 1.0 eV/Å. The spin multiplicity is 3. The calculation puts the electronic energy at -90022.422 eV. As for the total charge: +1.

Löwdin population analysis, charges in e, atoms 1 to 8: number 1, V, carries 1.073; number 2, Cl, carries 0.703; number 3, C, carries -0.683; number 4, C, carries -0.035; number 5, C, carries -0.203; number 6, N, carries -0.024; number 7, C, carries -0.430; number 8, O, carries 0.111